[1]
ORCA calculation (the ωB97M-V functional and the def2-TZVPD basis) on a molecular structure, C19H32NPPd.

Structure (XYZ):
```
54
Properties=species:S:1:pos:R:3:forces:R:3
C -2.91964 0.22105 -4.09709 -0.1912 0.3642 -0.2109
C -2.65246 -0.98575 -3.46629 0.4134 -0.4229 0.4759
C -1.80385 -1.04440 -2.33967 -0.6711 0.6253 -1.0019
C -1.22080 0.14588 -1.91388 -0.1850 -0.0729 0.5667
C -1.51715 1.37396 -2.50062 -0.6551 -0.2724 -0.8521
C -2.38867 1.41361 -3.60015 0.4129 -0.1498 0.2797
C -1.65457 -2.32756 -1.57319 -0.1140 -0.4686 0.1713
C -0.26170 -2.95957 -1.37687 0.5892 -0.1967 -0.3599
N 0.88083 -2.04711 -1.37146 -0.1931 0.7972 0.9242
Pd 0.18156 0.10143 -0.45972 0.4687 -0.9843 -0.2051
C -0.87812 2.61528 -1.93743 0.4750 0.6990 0.2199
P 0.72310 2.09266 -1.21074 -0.5379 -1.1140 0.3582
H -3.09654 -1.91768 -3.82262 -0.0020 0.2736 -0.0653
H -2.61548 2.37454 -4.05541 -0.0909 -0.1667 -0.0981
H -3.56130 0.24582 -4.98142 0.1493 -0.0281 0.3066
H -1.45214 3.05627 -1.10576 -0.0156 -0.1534 -0.2884
H -0.69469 3.39545 -2.68597 -0.2943 -0.0205 -0.0174
H -2.08577 -2.20303 -0.56588 0.0375 0.1649 -0.3345
H -2.25365 -3.09111 -2.08448 -0.0699 0.0710 0.2098
H -0.25484 -3.46746 -0.40306 -0.0804 -0.0392 -0.3715
C 1.34197 3.33395 -0.07204 0.2817 0.8813 -0.3250
C 1.82660 2.04376 -2.64303 0.3837 0.5396 -0.0770
H -0.07338 -3.71070 -2.16349 -0.1827 -0.0887 0.1537
C 1.42262 -1.73644 -2.69217 -0.1415 -0.1945 0.2850
C 1.92817 -2.41512 -0.41265 -0.2781 -0.0409 -0.2985
H -0.07356 0.46261 1.36373 -2.1156 0.0801 -0.0385
H 1.85384 -2.64884 -3.13674 0.0178 0.1108 -0.1199
H 0.62728 -1.34833 -3.33613 0.1811 -0.0865 0.0965
H 2.20349 -0.97340 -2.58802 -0.1624 -0.1817 -0.0652
H 2.56422 -3.21818 -0.81553 0.0889 -0.0229 0.1799
H 2.53469 -1.52814 -0.19285 0.0498 -0.2617 -0.0782
H 1.44893 -2.74953 0.51528 0.2455 0.0793 -0.1741
H 1.93556 3.05980 -3.04264 0.1746 -0.1712 -0.1622
H 2.79991 1.66126 -2.31315 -0.1380 0.1241 -0.2036
H 1.42241 1.38307 -3.41985 -0.0066 0.1460 0.2924
H 1.51725 4.27756 -0.60493 0.0744 0.0867 0.3464
H 0.62234 3.48587 0.74200 0.1775 -0.0858 -0.2180
H 2.28715 2.96242 0.34521 -0.2471 0.1673 -0.0694
H 1.39884 0.43615 1.86645 1.8861 0.1178 1.1060
C -1.29742 0.71410 5.40212 -0.2660 0.1856 0.1876
C -0.03184 0.00815 4.92114 0.2047 -0.2178 -0.1535
C 1.23125 0.71987 5.39632 0.3397 0.2067 0.2533
C -0.04061 -1.46048 5.33563 0.0151 -0.3118 0.1778
C -0.02869 0.05726 3.47167 -0.8774 0.1550 -0.3119
C 0.43445 0.30984 2.31101 0.8039 -0.0918 -0.9769
H -1.34954 0.71416 6.49541 0.0155 0.0055 -0.0530
H -2.18416 0.20492 5.00695 0.1515 0.1141 0.1073
H -1.31414 1.75181 5.04902 -0.0126 -0.1719 0.0949
H 1.28915 0.72744 6.48876 0.0214 0.0034 -0.0253
H 2.12064 0.21371 5.00055 -0.1452 0.1083 0.1217
H 1.24139 1.75706 5.03745 0.0026 -0.2125 0.1057
H -0.93559 -1.95745 4.94304 0.1692 0.0613 0.1036
H 0.84059 -1.97496 4.93476 -0.1504 0.0620 0.1114
H -0.03643 -1.55406 6.42616 -0.0065 -0.0010 -0.0801
```
Forces are in eV/Å.

Properties
HOMO level (alpha / beta): -5.5 / -7.3 eV
DFT total energy: -1266.97844 a.u.
HOMO-LUMO gap (alpha / beta): 6.131 / 7.661 eV
lowest unoccupied orbital energy (alpha / beta): 0.66 / 0.40 eV
2S+1: 3
expectation value of S²: 2.014

***

[2]
ORCA calculation (the ωB97M-V functional and the def2-TZVPD basis) on 2 unconnected molecules or ions with the total composition C19H33BF7N2O4.

Structure (XYZ):
```
66
Properties=species:S:1:pos:R:3:forces:R:3
C 5.69372 4.29864 0.29140 -1.4388 -1.9703 1.1702
C 5.00543 3.46132 0.84547 1.1001 1.9245 -1.1980
C 4.02870 2.57675 1.45094 0.3171 -0.2931 -0.2940
C 3.18094 1.78017 0.42809 -0.4680 0.2724 0.3547
C 4.02038 1.05417 -0.63819 0.4041 0.9896 -0.3818
C 4.36932 1.87605 -1.90987 -0.0646 -0.7188 0.2924
C 2.31745 2.80398 -0.31873 0.0890 0.1398 -0.2110
N 1.12245 3.21631 0.47473 -0.1872 -0.0055 -0.8314
C 0.14163 2.08559 0.47944 -0.7238 -1.1744 1.2433
B -0.91592 2.17993 1.69490 -0.1918 0.6855 0.3185
O -1.87619 1.23497 1.86767 0.3720 -0.1191 -0.1860
O -0.92516 3.26431 2.54822 0.4432 -0.3297 -0.1194
C 0.86899 0.70222 0.51561 0.6314 1.3334 -0.2976
C 2.19247 0.90955 1.28023 -0.5279 0.3111 -0.9811
C 2.70690 -0.31471 2.02557 0.2820 0.6514 -0.4077
F 3.27617 0.13545 3.15238 0.8743 0.4889 0.8300
F 1.66504 -1.03135 2.43869 -1.2386 -0.7783 0.0114
C 3.71834 -1.33276 1.45718 -0.8960 -1.1946 0.3075
F 3.80931 -2.25866 2.40858 -0.2873 -0.8843 1.0108
F 4.93009 -0.85831 1.36715 1.3598 1.4113 -0.6783
C 3.32017 -2.12243 0.16183 0.4325 0.4818 0.3670
F 2.19379 -1.68525 -0.37512 -1.0077 0.6615 -0.3138
F 3.17666 -3.37596 0.41895 -0.4728 -1.7929 0.6335
F 4.27478 -2.02238 -0.72123 1.1143 0.4584 -1.1720
H 6.32046 4.95313 -0.23629 0.4689 0.4902 -0.2242
H 3.34431 3.18405 2.04036 -0.0155 0.1233 0.3875
H 4.54337 1.91237 2.13701 -0.0660 -0.2271 0.1625
H 4.98536 0.84946 -0.20069 0.0470 -0.5836 0.2698
H 3.53720 0.16026 -1.00712 -0.0273 -0.2414 0.2879
H 5.27872 1.43799 -2.29929 0.2319 -0.0039 -0.2030
H 4.58168 2.91285 -1.70328 -0.0564 0.2448 -0.0964
H 3.62510 1.73783 -2.68641 -0.2210 0.3212 -0.1131
H 1.91852 2.40163 -1.23902 -0.1487 -0.1826 -0.1906
H 2.88073 3.68487 -0.59753 0.2071 0.1997 0.2008
H 1.37220 3.52590 1.41157 0.0788 -0.0899 0.0606
H 0.69355 4.02921 0.03351 -0.0705 0.0554 0.0314
H -0.46659 2.10239 -0.41944 0.0809 0.4046 -0.3559
H -1.50629 0.44593 2.27677 -0.4553 -0.3693 -0.0373
H -0.08441 3.40272 2.99510 -0.0981 0.4825 0.1141
H 0.19431 0.03531 1.02464 0.0737 -0.5614 -0.2020
H 1.08115 0.39889 -0.50103 -0.2163 -0.4810 -0.0845
H 1.88692 1.56518 2.09657 0.2282 -0.1356 0.5403
C -5.40006 -2.61865 1.62922 0.1711 -0.0328 -0.0181
O -4.59005 -3.46391 0.83261 -0.2063 0.1627 0.0270
C -5.29864 -4.14618 -0.19918 0.2269 -0.2954 -0.1047
C -4.92723 -3.61170 -1.56731 -0.0451 0.2791 0.1023
N -5.44045 -2.26067 -1.76815 0.2228 -0.0629 -0.0557
C -4.90597 -1.57421 -2.94214 -0.1649 0.0712 0.2115
C -3.40146 -1.32401 -3.01248 -0.0376 0.0472 -0.3453
O -2.91336 -0.38412 -2.06434 0.1379 -0.0971 0.0765
C -2.66026 -0.90694 -0.77507 -0.0553 0.2128 -0.0939
H -4.80751 -2.30988 2.48972 0.0277 -0.0408 -0.0135
H -5.70712 -1.71884 1.08515 -0.1365 -0.0138 0.0304
H -6.28790 -3.14406 1.98929 -0.0408 0.0407 -0.0093
H -6.37870 -4.10546 -0.03603 -0.0023 0.1368 0.0019
H -4.99580 -5.19523 -0.14810 -0.0293 -0.0042 0.0123
H -5.34373 -4.26893 -2.33541 0.0077 0.0011 -0.0154
H -3.83269 -3.64830 -1.64568 0.0186 -0.1826 -0.0224
H -5.22826 -1.70639 -0.95018 -0.0653 0.0041 0.0432
H -5.40442 -0.60315 -2.99234 0.0230 0.0074 -0.0832
H -5.20667 -2.12969 -3.83544 0.0552 -0.0344 -0.0052
H -3.19551 -0.88318 -3.99081 0.0051 0.0345 0.0240
H -2.81662 -2.24962 -2.96773 -0.0320 -0.0289 0.1562
H -2.31291 -1.94268 -0.80823 -0.0915 -0.0453 0.0010
H -3.54532 -0.82761 -0.13996 0.0489 -0.1678 0.1152
H -1.88114 -0.29419 -0.31675 0.0054 0.0137 -0.0495
```
Forces are in eV/Å.

Properties
HOMO level: -10.5 eV
DFT total energy: -1877.87562 a.u.
HOMO-LUMO gap: 7.024 eV
lowest unoccupied orbital energy: -3.46 eV
total charge: +1

***

[3]
ORCA calculation (the ωB97M-V functional and the def2-TZVPD basis) on a molecular structure, C19H33BrCsFN3NaO4P.

Structure (XYZ):
```
64
Properties=species:S:1:pos:R:3:forces:R:3
C -3.19148 0.14306 1.03821 0.5914 -0.0400 1.0895
C -2.64528 0.34395 2.44148 -1.3425 2.7167 1.4173
C -3.52866 1.08197 3.36534 5.1357 4.0190 -1.3492
C -2.97034 1.38981 4.75188 1.1250 2.9728 -2.7693
C -1.67929 0.92424 5.11611 -1.7517 0.8694 -2.1263
C -0.89968 0.20650 4.16153 -0.9591 0.5956 0.4888
C -1.32976 -0.07481 2.87688 -2.0034 0.7185 -0.5630
C -0.52030 -0.74043 1.80803 0.8368 0.9352 1.1974
C 0.96371 -0.80155 2.15021 0.8702 -1.4933 -1.4098
C 1.63148 -1.82133 1.18104 -0.3875 0.0933 0.3774
N 1.67202 -1.03416 -0.04858 -0.5625 -0.6342 -1.0552
C 1.83153 0.19606 0.31777 0.0045 -0.1670 0.5119
N 2.15008 1.16091 -0.51145 -0.0880 0.5237 -0.4973
N 1.71370 0.38296 1.69693 0.1655 1.6206 0.9285
P 3.40984 0.58678 2.22444 1.5480 0.0003 -1.4510
C 3.80276 -0.55364 3.58263 -0.8140 0.6210 0.3802
C 3.64517 2.24313 2.93904 -0.8666 -0.7556 0.8038
H -4.23823 -0.11303 1.07695 -0.4592 -0.0015 -0.0670
H -2.66960 -0.61535 0.48998 0.2460 -0.4244 -0.4276
H -3.07099 1.08452 0.52895 -0.0905 0.3269 -0.4650
H -4.54309 1.46331 3.06520 1.1890 -0.5121 0.3000
H -3.64623 2.00253 5.40135 0.9243 -0.7096 -0.3619
H -1.30285 1.15218 6.08421 0.2992 0.0671 0.5803
H 0.08725 -0.07771 4.44982 0.4057 -0.1595 0.2704
H -0.63523 -0.14208 0.92438 -0.0615 0.1421 -0.6194
H -0.90966 -1.70711 1.54575 -0.1428 -0.5715 -0.0511
H 1.13850 -0.99532 3.19047 0.2961 -0.1819 0.3364
H 1.12415 -2.76463 1.09684 -0.4061 -0.2558 -0.4198
H 2.67189 -2.01802 1.39868 0.2636 -0.1866 0.5974
H 0.77468 -1.23451 -0.83751 0.2691 -0.6722 0.2469
H 2.06027 2.13245 -0.28679 -0.0038 0.0820 0.1943
H 2.44530 0.90287 -1.43681 -0.0231 0.0343 -0.1893
H 3.91847 -1.56784 3.25208 -0.1182 -0.4527 -0.2099
H 3.13060 -0.48474 4.42739 -0.2514 -0.1848 0.3583
H 4.76564 -0.22852 3.94033 0.4940 0.2273 0.0566
H 4.69931 2.32292 3.13755 0.5593 0.0516 -0.0810
H 3.34918 3.00778 2.24593 -0.1215 0.3213 -0.3148
H 3.13520 2.36003 3.88624 -0.2779 0.3073 0.2717
C -4.72402 1.58433 -6.08801 0.2710 -0.5921 -0.9370
C -4.12383 1.10605 -4.80724 0.0768 -0.1336 -0.2002
C -2.66074 1.44243 -4.63207 0.0607 -0.0299 0.2183
O -2.20383 0.38174 -3.77936 -0.0950 0.1046 -0.1778
C -3.00328 -0.69847 -3.99883 -0.0472 0.0574 -0.0487
O -2.78563 -1.79167 -3.60327 -0.3397 -0.0850 -0.2893
O -4.08883 -0.33890 -4.73625 0.0891 0.2163 0.1541
H -4.59832 2.67087 -6.19307 -0.3123 -0.1387 0.4128
H -4.26807 1.07299 -6.94922 0.3657 -0.2990 0.1794
H -5.79367 1.35896 -6.10707 0.0569 0.1415 0.3344
H -4.71741 1.47172 -3.96872 0.0103 0.0575 0.0306
H -2.50458 2.40780 -4.15992 0.0609 -0.0441 0.1410
H -2.09907 1.40325 -5.56866 -0.0883 -0.0186 -0.0701
C 5.42508 -3.46979 -0.95662 -0.0154 0.0164 -0.0613
C 5.68728 -2.07304 -1.48992 -0.2769 0.0106 0.2363
O 4.52194 -1.52194 -2.09982 0.1609 0.1076 -0.1078
H 5.09505 -4.12675 -1.76018 0.0300 -0.0145 -0.0352
H 6.32237 -3.89257 -0.50326 -0.0028 -0.0033 0.0285
H 4.63094 -3.45268 -0.20477 0.0436 0.0152 0.0548
H 6.46306 -2.09281 -2.25186 -0.0223 0.0548 -0.0739
H 6.01698 -1.41009 -0.68154 0.1321 -0.0458 -0.0200
H 3.83349 -1.48995 -1.42964 -0.1862 -0.0959 0.0504
F -6.06166 3.70935 -5.70511 -0.2867 -0.0075 -1.0193
Na -6.01613 2.37896 -8.07553 -0.2029 0.8062 0.9134
Br -0.74784 -1.94071 -1.48612 0.3280 0.2310 0.3891
Cs -3.93935 -0.80225 4.56356 -4.3024 -10.1542 3.9187
```
Forces are in eV/Å.

Properties
HOMO level: -9.9 eV
DFT total energy: -4406.32187 a.u.
HOMO-LUMO gap: 6.465 eV
lowest unoccupied orbital energy: -3.41 eV
total charge: +1

***

[4]
ORCA calculation (the ωB97M-V functional and the def2-TZVPD basis) on a molecular structure, C19H33FN3PS3V.

Structure (XYZ):
```
61
Properties=species:S:1:pos:R:3:forces:R:3
V 0.02546 0.24708 -0.16189 -0.0174 -0.4612 -0.5305
C -1.84967 2.72505 -0.50111 0.0138 0.0081 0.0296
C -0.73231 3.13613 0.44983 -0.0440 -0.0034 0.0190
N 0.52110 2.38815 0.19500 0.0260 -0.0674 0.0456
C 1.40358 2.99124 -0.83258 0.0236 0.0002 0.0142
C 0.85546 2.87321 -2.24510 0.0606 -0.0180 -0.0335
S 0.41353 1.14313 -2.59729 -0.0562 0.0434 0.1199
C -1.34381 1.23187 -3.08089 0.0359 -0.0422 -0.0034
C -2.29633 0.78365 -1.97297 0.0356 0.0353 0.0436
N -1.86408 1.26136 -0.64652 -0.0154 0.2590 -0.0428
H -1.70599 3.16996 -1.48109 -0.0267 0.0063 0.0063
H -2.80403 3.10332 -0.12615 0.0167 -0.0049 -0.0092
H -1.03622 2.89749 1.46687 0.0061 0.0249 -0.0196
H -0.56754 4.21658 0.40023 0.0202 -0.0055 -0.0006
H 1.05818 2.38861 1.05881 -0.0643 0.0136 -0.0215
H 2.35464 2.45938 -0.77584 -0.0178 0.0011 -0.0049
H 1.59065 4.04481 -0.60130 -0.0060 -0.0052 0.0134
H 1.63970 3.16051 -2.94456 -0.0228 0.0212 -0.0065
H 0.00557 3.52567 -2.42934 0.0049 0.0052 0.0139
H -1.45970 0.56836 -3.93694 -0.0035 0.0079 -0.0130
H -1.54207 2.24354 -3.43162 -0.0071 0.0012 -0.0081
H -2.30413 -0.30309 -1.90737 -0.0134 0.0835 0.0109
H -3.30950 1.12303 -2.21313 0.0057 -0.0055 0.0080
H -2.46393 0.82708 0.04977 0.0179 0.0128 -0.0071
S 2.23244 -0.70367 -0.40512 0.3944 0.2401 0.0454
C 1.52791 -1.63637 -1.67074 0.0778 -0.1548 -0.0067
N 0.24421 -1.56502 -1.86694 0.0301 0.0620 0.0482
C -0.14187 -2.35025 -2.94526 -0.0708 -0.0141 -0.0751
C -1.44232 -2.51387 -3.41878 -0.0183 0.0028 0.0106
C -1.65678 -3.32833 -4.51215 0.0200 -0.0373 -0.0489
C -0.59519 -3.98979 -5.13808 0.0415 0.0194 0.0331
C 0.69935 -3.84846 -4.67309 -0.0985 0.0236 0.0276
C 0.91311 -3.02231 -3.57500 -0.0118 -0.0352 -0.0068
S 2.40721 -2.66045 -2.76751 -0.0036 0.1174 0.1035
H -2.26976 -2.02975 -2.91766 -0.0019 -0.0646 -0.0176
H -2.66238 -3.46658 -4.88515 -0.0101 -0.0072 -0.0063
H -0.78803 -4.62633 -5.99030 -0.0094 -0.0022 -0.0096
H 1.52137 -4.36583 -5.14719 0.0115 -0.0148 -0.0207
F -1.25555 -0.97093 0.33629 -0.3937 -0.0556 0.3375
C -0.73298 1.62931 4.04700 0.0178 -0.0940 0.0078
C -0.63151 0.15469 3.66939 -0.0058 -0.0385 -0.0321
P 0.53735 -0.25145 2.31301 0.0860 0.0804 -0.0498
C 0.64004 -2.08536 2.35164 0.0376 -0.0035 0.0476
C 0.35022 -2.79132 3.67660 0.0020 0.0090 -0.0725
C 2.15615 0.37791 2.91712 -0.0656 -0.0337 0.0074
C 2.70825 -0.25734 4.19168 -0.0035 0.0494 -0.0313
H -1.41296 1.75367 4.88886 0.0004 0.0109 0.0079
H -1.12073 2.23760 3.23278 -0.0196 0.0200 -0.0050
H 0.23311 2.03539 4.34694 0.0106 0.0278 0.0121
H -1.60316 -0.24076 3.36222 -0.0069 0.0100 0.0138
H -0.32649 -0.41859 4.54612 -0.0157 -0.0275 -0.0096
H 1.63913 -2.33115 1.98551 -0.0063 0.0090 0.0096
H -0.06149 -2.42397 1.58878 0.0301 0.0004 -0.0114
H 0.99683 -2.45769 4.48587 0.0076 0.0113 0.0232
H 0.50976 -3.86177 3.54863 -0.0071 -0.0099 0.0136
H -0.68439 -2.65308 3.98780 -0.0134 -0.0037 0.0057
H 2.04432 1.45791 3.06068 0.0067 0.0218 -0.0271
H 2.86208 0.24584 2.09319 0.0114 -0.0015 0.0282
H 2.01905 -0.14809 5.02983 0.0008 -0.0159 0.0088
H 3.64776 0.21744 4.47288 0.0044 0.0087 0.0075
H 2.90740 -1.31736 4.04534 -0.0009 -0.0205 0.0074
```
Forces are in eV/Å.

Properties
HOMO level (alpha / beta): -10.5 / -10.6 eV
DFT total energy: -3487.78256 a.u.
HOMO-LUMO gap (alpha / beta): 8.276 / 8.435 eV
lowest unoccupied orbital energy (alpha / beta): -2.22 / -2.15 eV
2S+1: 3
total charge: +1
expectation value of S²: 2.018

***

Number 4 is which compound? C19H33FN3PS3V

***

Look up the DFT total energy of the fourth one. -3487.78256 a.u.

***

The lowest DFT total energy belongs to which entry? C19H33BrCsFN3NaO4P